[1]
{"formula": "C4H16N4", "method": "ωB97M-V/def2-TZVPD", "species": ["C", "N", "N", "C", "C", "C", "N", "N", "H", "H", "H", "H", "H", "H", "H", "H", "H", "H", "H", "H", "H", "H", "H", "H"], "xyz": [[-1.6880, 1.1074, -0.0467], [-0.5146, 0.5442, -0.7274], [-0.5804, 0.5834, -2.1365], [0.0859, -0.5259, -0.0267], [-0.7294, -1.6340, 0.4239], [1.4001, -0.8974, -0.7121], [0.4818, -0.0336, 1.6312], [1.4189, 0.9124, 1.9062], [-2.3368, 0.3708, 0.5036], [-1.2012, 1.9430, 0.5831], [-2.3117, 1.6125, -0.8183], [0.2713, 0.5702, -2.7384], [-0.9387, 1.5107, -2.3808], [-1.2058, -0.0036, -2.6624], [-0.2463, -2.4698, 0.9178], [-1.4677, -1.3219, 1.1632], [-1.2156, -2.0125, -0.5155], [2.0403, -0.1101, -0.8451], [1.0832, -1.3899, -1.6337], [1.9004, -1.6366, -0.0034], [0.5739, -0.8845, 2.2157], [1.6295, 1.0171, 2.9443], [2.4158, 0.8512, 1.4327], [1.1353, 1.8970, 1.5253]], "lowdin_charge": [0.00, -0.17, 0.24, -0.46, -0.05, 0.00, -0.02, 0.08, 0.12, 0.12, 0.11, 0.21, 0.19, 0.19, 0.11, 0.10, 0.14, 0.05, 0.10, 0.14, 0.15, 0.22, 0.22, 0.21], "smiles": "CN([NH3+])C(C)(C)N[NH3+]", "e_tot_ev": -10346.93652, "homo_lumo_gap_ev": 11.0, "molar_mass_g_mol": 120.200, "total_charge": 2, "multiplicity": 1, "fmax_ev_per_a": 5.237}

---

[2]
{"formula": "C12H21N7O3", "method": "ωB97M-V/def2-TZVPD", "species": ["H", "N", "C", "N", "N", "C", "C", "C", "C", "N", "C", "O", "C", "N", "C", "C", "C", "N", "C", "N", "C", "O", "O", "H", "H", "H", "H", "H", "H", "H", "H", "H", "H", "H", "H", "H", "H", "H", "H", "H", "H", "H", "H"], "xyz": [[-6.8739, -1.7391, 0.6141], [-6.5181, -0.9134, 0.0798], [-5.2412, -0.8447, 0.0794], [-4.3613, -1.7110, 0.6720], [-4.7759, 0.2030, -0.7646], [-3.6191, 0.7557, -1.2882], [-2.8986, 1.5913, -0.3124], [-1.8918, 1.2410, 0.8864], [-0.6111, 0.5271, 0.4203], [0.1812, 1.2300, -0.5100], [1.4454, 1.6724, -0.3955], [1.7515, 2.5773, -1.1571], [2.6058, 1.1440, 0.3897], [2.6261, 1.3787, 1.8423], [2.8800, -0.4044, 0.3312], [4.2833, -0.7369, -0.0816], [4.8020, -1.5326, -1.0294], [6.1841, -1.5304, -0.9355], [6.6363, -0.6306, 0.1051], [5.4692, -0.1905, 0.6175], [-0.9702, -0.8357, 0.0845], [-1.5304, -1.4852, 0.9936], [-0.6448, -1.3339, -1.1395], [-3.3160, -1.6335, 1.0125], [-4.9521, -2.3898, 1.2229], [-5.4157, 0.1302, -1.5211], [-2.8727, -0.1038, -1.4648], [-3.8372, 1.3227, -2.2943], [-2.2307, 2.2409, -0.9322], [-3.5147, 2.2842, 0.2477], [-1.6795, 2.3055, 1.3373], [-2.5165, 0.5437, 1.5311], [-0.0839, 0.5253, 1.4152], [-0.0965, 1.4304, -1.4289], [3.4647, 1.6506, 0.1555], [2.1857, 0.5336, 2.2731], [3.5418, 1.1558, 2.0692], [2.7666, -0.8521, 1.3931], [2.2155, -0.8925, -0.3362], [4.2662, -2.1709, -1.6775], [6.6349, -2.3076, -1.5189], [7.6042, -0.0140, 0.1623], [-1.0922, -2.1909, -1.1480]], "lowdin_charge": [0.05, 0.07, -0.57, 0.11, 0.00, -0.26, -0.20, -0.10, -0.28, 0.13, -0.42, 0.07, -0.27, 0.04, -0.09, -0.25, -0.10, 0.00, -0.13, 0.06, -0.44, 0.03, 0.13, 0.10, 0.11, 0.10, 0.12, 0.17, 0.11, 0.10, 0.16, 0.12, 0.18, 0.14, 0.11, 0.07, 0.03, 0.14, 0.09, 0.11, 0.17, 0.14, 0.14], "smiles": "[H]/N=C(\\N)NCCC[C@H](NC(=O)[C@@H](N)Cc1c[nH]cn1)C(=O)O", "e_tot_ev": -29354.14581, "homo_lumo_gap_ev": 8.6, "molar_mass_g_mol": 311.346, "total_charge": 0, "multiplicity": 1, "fmax_ev_per_a": 4.714}

---

[3]
{"formula": "C2H15CrN2O6", "method": "ωB97M-V/def2-TZVPD", "species": ["Cr", "C", "O", "H", "H", "H", "C", "O", "N", "N", "H", "H", "H", "H", "O", "H", "H", "O", "H", "H", "O", "H", "H", "O", "H", "H"], "xyz": [[6.3388, 33.5549, -20.4830], [6.6783, 30.2479, -20.3458], [5.9487, 31.4391, -20.2598], [7.6716, 30.2777, -20.8179], [6.7978, 29.7906, -19.3571], [6.0721, 29.5724, -20.9605], [3.3617, 33.6136, -21.2444], [4.5390, 33.7695, -21.5989], [2.7995, 32.4098, -21.0535], [2.5750, 34.6961, -20.9879], [3.4353, 31.6296, -20.9373], [1.8191, 32.3469, -20.8518], [1.7343, 34.6552, -20.4407], [2.9759, 35.6005, -21.1635], [7.8120, 33.5203, -18.8747], [8.5548, 32.9104, -18.7804], [7.9181, 34.1528, -18.1552], [5.2839, 34.7660, -19.0032], [4.3973, 34.5456, -18.6885], [5.6092, 35.4238, -18.3769], [7.3532, 33.0631, -22.3625], [7.3801, 33.1311, -23.3242], [8.0189, 32.3975, -22.1440], [7.2424, 35.5663, -20.9441], [7.3810, 35.9303, -21.8269], [8.0319, 35.8141, -20.4481]], "lowdin_charge": [0.83, -0.28, -0.43, 0.05, 0.06, 0.07, -0.63, -0.05, 0.21, 0.18, 0.12, 0.12, 0.11, 0.12, -0.04, 0.10, 0.09, -0.05, 0.09, 0.09, -0.05, 0.09, 0.08, -0.04, 0.09, 0.08], "e_tot_ev": -45999.72079, "homo_lumo_gap_ev": [7.3, 7.4], "s2": 6.01, "molar_mass_g_mol": 215.146, "total_charge": 1, "multiplicity": 5, "fmax_ev_per_a": 2.837}